Density functional theory data (ωB97M-V with the def2-TZVPD basis set) for a structure of composition C27H20HfN5O5S3Sb.

The total energy comes out at -3174.05594 a.u. Its gap between HOMO and LUMO (spin up / spin down) is 6.76 / 5.60 eV. Its charge is -1. As for the spin multiplicity: 2. Its largest force on an atom is 0.2 eV/Å. The value obtained for the HOMO energy (spin up / spin down) is -0.1835 / -0.1834 hartree. The value obtained for the energy above the lowest of the compared OMol25 structures with the same formula, charge and spin is 19.5 kcal/mol.

XYZ file:
```
62
C27H20HfN5O5S3Sb (ωB97M-V with the def2-TZVPD basis set)
Hf -0.13 0.54 0.13
O 4.48 3.22 -1.30
C 3.68 3.34 -2.38
C 4.11 4.16 -3.42
C 3.34 4.33 -4.55
C 2.13 3.66 -4.68
C 1.69 2.85 -3.64
C 2.44 2.70 -2.49
C 1.88 1.87 -1.37
O 0.84 1.10 -1.67
N 2.88 1.23 -0.57
N 2.27 0.49 0.29
C 2.89 -0.26 1.15
C 2.07 -1.00 2.07
C 2.63 -1.83 3.05
C 1.81 -2.48 3.94
C 0.44 -2.28 3.87
C -0.05 -1.46 2.87
N 0.73 -0.84 1.98
H 4.13 2.46 -0.76
H 5.07 4.66 -3.31
H 3.70 4.97 -5.35
H 1.53 3.78 -5.57
H 0.75 2.32 -3.71
H 3.97 -0.33 1.17
H 3.71 -1.95 3.09
H 2.23 -3.13 4.70
H -0.25 -2.76 4.56
H -1.11 -1.27 2.78
O -2.91 -4.45 -0.43
C -1.80 -4.57 -1.18
C -1.58 -5.78 -1.83
C -0.46 -5.97 -2.61
C 0.47 -4.95 -2.77
C 0.27 -3.74 -2.13
C -0.86 -3.53 -1.33
C -1.02 -2.23 -0.66
O -0.09 -1.34 -0.80
N -2.09 -2.02 0.06
N -2.04 -0.75 0.64
C -3.07 -0.42 1.33
C -3.21 0.81 2.07
C -4.46 1.10 2.63
C -4.67 2.25 3.36
C -3.60 3.13 3.55
C -2.35 2.85 3.03
C -2.12 1.69 2.28
O -0.93 1.43 1.81
H -2.91 -3.53 -0.05
H -2.32 -6.57 -1.70
H -0.31 -6.92 -3.11
H 1.35 -5.09 -3.39
H 0.97 -2.92 -2.23
H -3.90 -1.12 1.36
H -5.28 0.41 2.46
H -5.64 2.47 3.77
H -3.75 4.04 4.11
H -1.52 3.54 3.16
S -2.01 5.41 -0.02
Sb -0.96 3.77 -1.19
S 1.05 3.18 0.02
S -2.12 1.72 -1.14
```


Density functional theory data (ωB97M-V with the def2-TZVPD basis set) for an isolated molecule of C5H11NO.

Its structure (SMILES) is CC[C@H](C=O)NC. The total energy comes out at -326.99421 a.u. Its gap between HOMO and LUMO is 9.97 eV. Its charge is 0. Its largest force on an atom is 5.8 eV/Å. The value obtained for the HOMO energy is -0.3314 hartree. The value obtained for the energy above the lowest of the compared OMol25 structures with the same formula, charge and spin is 86.1 kcal/mol.

XYZ file:
```
18
C5H11NO (ωB97M-V with the def2-TZVPD basis set)
C -0.60 -2.03 -0.67
C -0.09 -0.57 -0.82
C -0.34 0.38 0.26
C -1.72 0.75 0.14
O -2.47 0.29 -0.67
N 0.59 1.57 0.29
C 1.91 1.15 1.04
H -0.92 -2.40 -1.73
H 0.21 -2.82 -0.51
H -1.45 -2.37 0.10
H 0.96 -0.52 -1.00
H -0.43 -0.07 -1.79
H -0.29 -0.21 1.14
H -1.97 1.34 1.08
H 0.34 2.11 -0.60
H 2.23 2.15 1.22
H 1.46 0.71 1.96
H 2.57 0.52 0.57
```


Density functional theory data (ωB97M-V with the def2-TZVPD basis set) for the ion CF2N5 with charge -1.

The total energy comes out at -511.49153 a.u. Its gap between HOMO and LUMO is 10.08 eV. Its charge is -1. Its largest force on an atom is 4.0 eV/Å. The value obtained for the HOMO energy is -0.2050 hartree. The value obtained for the energy above the lowest of the compared OMol25 structures with the same formula, charge and spin is 15.8 kcal/mol.

XYZ file:
```
8
CF2N5 (ωB97M-V with the def2-TZVPD basis set)
C -0.10 -0.08 0.07
N -0.83 -0.25 1.13
N -0.81 0.21 -1.06
N -2.05 -0.22 0.65
N -2.08 0.03 -0.60
N 1.56 -0.33 -0.08
F 2.29 0.12 1.03
F 2.02 0.52 -1.14
```


Density functional theory data (ωB97M-V with the def2-TZVPD basis set) for a cluster of 3 separate species, C6H14O2 in total.

Its structure (SMILES) is C=C/C(C)=C/C.O.O. The total energy comes out at -387.39999 a.u. Its gap between HOMO and LUMO is 8.84 eV. Its charge is 0. Its largest force on an atom is 5.2 eV/Å. The value obtained for the HOMO energy is -0.3140 hartree. The value obtained for the energy above the lowest of the compared OMol25 structures with the same formula, charge and spin is 67.5 kcal/mol.

XYZ file:
```
22
C6H14O2 (ωB97M-V with the def2-TZVPD basis set)
C 0.12 -1.78 -1.50
C -0.27 -0.43 -1.65
C 0.24 0.73 -0.85
C -0.06 2.08 -1.48
C 0.81 0.41 0.36
C 1.33 1.49 1.38
H 0.93 -2.10 -0.80
H -0.47 -2.56 -1.99
H -0.76 -0.18 -2.53
H 0.94 2.54 -1.71
H -0.70 2.77 -0.74
H -0.71 1.95 -2.43
H 1.02 -0.60 0.56
H 0.92 2.44 0.83
H 2.41 1.64 1.30
H 0.98 1.31 2.35
O -2.19 -1.07 0.86
H -1.66 -1.66 0.29
H -1.64 -0.19 0.71
O 0.00 -2.18 2.28
H -0.81 -1.66 2.08
H -0.42 -2.95 2.68
```


Density functional theory data (ωB97M-V with the def2-TZVPD basis set) for a structure of composition C37H68F7NO38P4.

The total energy comes out at -6428.92704 a.u. Its gap between HOMO and LUMO (spin up / spin down) is 10.19 / 3.88 eV. Its charge is +1. As for the spin multiplicity: 2. Its largest force on an atom is 6.2 eV/Å. The value obtained for the HOMO energy (spin up / spin down) is -0.4553 / -0.4553 hartree.

XYZ file:
```
155
C37H68F7NO38P4 (ωB97M-V with the def2-TZVPD basis set)
C -9.06 -10.82 37.04
C -10.00 -9.94 36.30
C -9.57 -8.47 35.91
O -9.59 -7.70 37.14
C -8.65 -6.68 37.31
N -10.20 -10.61 34.97
H -9.30 -11.86 36.86
H -9.13 -10.79 38.12
H -8.01 -10.76 36.78
H -10.92 -9.77 36.85
H -10.29 -7.99 35.25
H -8.62 -8.50 35.37
H -8.93 -5.97 38.09
H -8.57 -6.16 36.36
H -7.74 -7.17 37.67
H -10.40 -11.55 35.30
H -11.13 -10.30 34.73
C -12.56 -16.04 38.27
O -11.72 -15.16 37.53
P -12.38 -13.84 36.81
O -11.34 -12.92 36.32
O -13.46 -13.27 37.97
C -13.04 -12.33 38.85
O -13.38 -14.43 35.65
C -13.12 -15.67 34.94
H -12.07 -16.18 39.23
H -12.59 -17.00 37.76
H -13.58 -15.65 38.35
H -12.62 -11.54 38.22
H -12.23 -12.63 39.51
H -13.95 -12.06 39.38
H -12.05 -15.86 34.87
H -13.66 -15.85 34.01
H -13.49 -16.45 35.60
C -15.32 -13.89 30.25
O -16.31 -13.99 29.17
P -17.78 -13.30 29.39
O -17.73 -12.09 30.25
O -18.76 -14.53 29.84
C -19.25 -15.44 28.89
O -18.16 -12.96 27.82
C -17.44 -11.90 27.15
H -15.81 -13.95 31.22
H -14.78 -12.94 30.29
H -14.58 -14.68 30.20
H -20.30 -15.16 28.77
H -19.11 -16.43 29.34
H -18.76 -15.51 27.92
H -16.50 -11.65 27.65
H -18.01 -10.97 27.12
H -17.28 -12.04 26.08
C -13.00 -4.43 35.10
O -13.84 -5.54 35.51
P -15.34 -5.32 36.14
O -16.05 -4.11 35.64
O -16.14 -6.63 35.71
C -16.23 -6.98 34.41
O -15.15 -5.40 37.70
C -16.01 -4.65 38.40
H -11.99 -4.85 35.18
H -13.17 -3.49 35.61
H -13.24 -4.18 34.07
H -17.13 -6.49 34.05
H -16.26 -8.07 34.36
H -15.36 -6.69 33.83
H -17.06 -4.92 38.26
H -15.89 -3.63 38.03
H -15.75 -4.68 39.46
C -14.99 -10.60 36.17
O -15.43 -10.50 34.82
P -14.34 -9.96 33.71
O -13.38 -8.89 34.10
O -13.62 -11.34 33.34
C -12.92 -11.42 32.16
O -15.20 -9.61 32.40
C -16.08 -10.40 31.79
H -14.03 -11.11 36.20
H -15.74 -11.09 36.79
H -14.81 -9.59 36.53
H -13.10 -12.41 31.76
H -11.84 -11.51 32.31
H -13.14 -10.70 31.37
H -16.02 -11.45 32.07
H -15.98 -10.32 30.71
H -17.07 -10.08 32.12
C -8.71 -13.37 33.05
C -7.70 -13.58 34.17
O -6.60 -14.04 33.40
C -7.12 -14.78 32.36
O -6.46 -15.58 31.67
O -8.44 -14.49 32.27
F -8.43 -14.36 34.95
H -8.37 -12.59 32.37
H -9.74 -13.27 33.37
H -7.63 -12.62 34.68
C -20.33 -11.33 33.22
C -19.04 -10.94 33.93
O -18.25 -12.08 34.04
C -18.80 -13.00 33.19
O -18.39 -14.19 33.02
O -19.83 -12.49 32.50
F -19.47 -10.54 35.11
H -20.73 -10.48 32.67
H -21.18 -11.67 33.82
H -18.54 -10.10 33.43
C -11.98 -15.88 30.42
C -11.48 -15.75 28.95
O -10.74 -14.54 29.06
C -10.87 -13.98 30.25
O -10.25 -12.91 30.50
O -11.60 -14.67 31.08
F -12.54 -15.70 28.11
H -11.56 -16.73 30.96
H -13.04 -16.11 30.47
H -10.79 -16.53 28.64
C -18.89 -7.22 28.97
C -17.93 -8.14 29.74
O -17.56 -7.44 30.87
C -17.87 -6.10 30.66
O -17.70 -5.22 31.44
O -18.64 -5.98 29.55
F -16.80 -8.31 29.09
H -19.94 -7.50 29.05
H -18.56 -7.30 27.94
H -18.45 -9.10 29.81
C -20.12 -8.30 37.32
C -18.88 -7.43 37.08
O -17.92 -8.43 37.22
C -18.36 -9.41 38.00
O -17.65 -10.30 38.45
O -19.62 -9.17 38.36
F -18.82 -6.55 38.05
H -20.56 -8.89 36.51
H -20.89 -7.65 37.73
H -18.80 -6.94 36.11
C -12.60 -7.44 38.48
C -13.99 -7.96 38.83
O -14.20 -6.92 39.79
C -13.02 -6.37 40.26
O -13.00 -5.63 41.21
O -11.98 -6.89 39.66
F -13.96 -9.09 39.54
H -12.68 -6.78 37.62
H -11.91 -8.23 38.17
H -14.69 -8.00 38.00
C -8.97 -9.24 31.60
C -9.71 -8.11 32.34
O -9.86 -7.21 31.30
C -9.12 -7.44 30.20
O -9.14 -6.76 29.20
O -8.45 -8.57 30.41
F -8.84 -7.52 33.26
H -9.45 -10.20 31.40
H -8.08 -9.47 32.17
H -10.64 -8.35 32.86
```


Density functional theory data (ωB97M-V with the def2-TZVPD basis set) for a cluster of 2 separate species, C4H4F3N2O2 in total.

The total energy comes out at -714.10693 a.u. Its gap between HOMO and LUMO is 9.16 eV. Its charge is +1. Its largest force on an atom is 5.3 eV/Å. The value obtained for the HOMO energy is -0.5277 hartree. The value obtained for the energy above the lowest of the compared OMol25 structures with the same formula, charge and spin is 0.0 kcal/mol.

XYZ file:
```
15
C4H4F3N2O2 (ωB97M-V with the def2-TZVPD basis set)
C 1.61 0.63 -0.54
C -0.24 1.01 0.74
C -0.58 0.22 -0.41
C -0.58 -1.52 0.70
N 1.19 1.13 0.62
N 0.64 0.09 -1.22
O -0.87 1.62 1.53
O -1.68 0.08 -1.16
F -1.46 -1.39 1.66
F -1.00 -2.35 -0.23
F 0.63 -1.77 1.18
H 2.55 0.81 -1.03
H 1.83 1.75 1.16
H 0.52 -0.18 -2.18
H -2.57 -0.13 -0.82
```


Density functional theory data (ωB97M-V with the def2-TZVPD basis set) for a structure of composition C25H44B2F4GaN5O4SSb.

The total energy comes out at -4565.38931 a.u. Its gap between HOMO and LUMO is 7.51 eV. Its charge is +3. Its largest force on an atom is 0.5 eV/Å. The value obtained for the HOMO energy is -0.6356 hartree.

XYZ file:
```
87
C25H44B2F4GaN5O4SSb (ωB97M-V with the def2-TZVPD basis set)
Ga -0.02 -0.73 -0.26
C 4.11 -0.48 -2.38
C 2.81 -0.08 -1.78
N 2.13 -0.80 -0.94
O 2.72 -1.94 -0.58
B 1.80 -3.01 0.00
F 2.40 -4.19 -0.05
F 0.60 -2.87 -0.78
O 1.42 -2.68 1.40
N 0.75 -1.52 1.40
C 0.55 -0.89 2.50
C 0.96 -1.38 3.84
C -0.09 0.45 2.32
N -0.18 0.87 1.09
O -0.66 2.13 0.97
B -0.53 2.95 -0.27
F 0.16 4.11 0.07
F -1.72 3.20 -0.84
O 0.23 2.16 -1.34
N 1.52 1.79 -1.20
C 1.98 1.06 -2.19
C 1.49 1.20 -3.57
C -0.51 1.24 3.50
H 4.71 -1.03 -1.66
H 4.66 0.39 -2.75
H 3.92 -1.15 -3.23
H 1.70 -2.18 3.74
H 0.09 -1.79 4.36
H 1.36 -0.57 4.45
H 0.83 2.06 -3.69
H 0.98 0.29 -3.89
H 2.37 1.29 -4.22
H -0.99 0.59 4.23
H -1.17 2.05 3.22
H 0.37 1.67 3.99
S 2.47 2.14 0.22
C 3.38 3.57 -0.33
N 2.74 4.76 -0.43
C 3.37 5.90 -0.72
C 4.74 5.90 -0.91
C 5.43 4.71 -0.80
C 4.74 3.52 -0.51
H 1.72 4.76 -0.27
H 2.75 6.78 -0.79
H 5.25 6.83 -1.13
H 6.51 4.68 -0.93
H 5.27 2.58 -0.42
C -2.88 -2.95 -4.10
C -1.65 -2.98 -3.19
C -1.33 -4.41 -2.80
C -0.46 -2.32 -3.89
Sb -2.18 -1.75 -1.43
C -3.00 -2.96 0.21
C -3.36 -2.06 1.40
C -1.98 -4.00 0.66
C -4.26 -3.64 -0.34
C -3.46 -0.05 -1.95
C -3.66 0.77 -0.68
C -2.72 0.75 -3.02
C -4.82 -0.50 -2.47
H -2.68 -3.61 -4.94
H -3.08 -1.96 -4.51
H -3.78 -3.32 -3.61
H -1.09 -4.94 -3.73
H -2.19 -4.93 -2.38
H -0.48 -4.51 -2.14
H -0.22 -2.91 -4.77
H 0.43 -2.30 -3.25
H -0.70 -1.31 -4.22
H -2.52 -1.44 1.73
H -3.64 -2.70 2.23
H -4.21 -1.41 1.19
H -1.09 -3.55 1.11
H -1.66 -4.66 -0.14
H -2.45 -4.61 1.43
H -5.01 -2.93 -0.67
H -4.70 -4.24 0.46
H -4.03 -4.32 -1.16
H -2.73 1.01 -0.15
H -4.35 0.28 0.01
H -4.11 1.73 -0.96
H -1.75 1.12 -2.68
H -3.33 1.62 -3.27
H -2.58 0.17 -3.94
H -5.35 -1.14 -1.77
H -4.78 -0.99 -3.44
H -5.43 0.40 -2.59
```


Density functional theory data (ωB97M-V with the def2-TZVPD basis set) for a structure of composition C24H31AuNPSb.

The total energy comes out at -1704.90814 a.u. Its gap between HOMO and LUMO is 7.82 eV. Its charge is +1. Its largest force on an atom is 3.2 eV/Å. The value obtained for the HOMO energy is -0.3960 hartree.

XYZ file:
```
59
C24H31AuNPSb (ωB97M-V with the def2-TZVPD basis set)
Au 12.01 12.20 9.12
N 11.06 9.42 7.87
C 11.90 8.46 8.39
C 11.60 7.06 8.26
C 12.38 6.13 8.95
C 13.62 6.54 9.49
C 13.98 7.85 9.59
C 13.11 8.86 9.08
P 13.63 10.55 9.01
C 14.65 11.01 10.39
C 14.44 10.31 11.58
C 15.26 10.49 12.71
C 16.22 11.45 12.67
C 16.30 12.34 11.54
C 15.54 12.07 10.38
C 14.56 10.87 7.50
C 14.47 12.09 6.79
C 15.09 12.23 5.56
C 16.00 11.31 5.13
C 16.20 10.13 5.88
C 15.49 9.95 7.06
H 10.86 10.24 8.34
H 10.37 9.10 7.20
H 10.69 6.83 7.77
H 12.11 5.07 8.92
H 14.28 5.82 9.95
H 14.96 8.12 9.96
H 13.64 9.53 11.65
H 15.18 9.85 13.58
H 16.74 11.73 13.61
H 16.96 13.24 11.51
H 15.70 12.73 9.55
H 13.85 12.89 7.22
H 14.79 13.14 4.94
H 16.37 11.45 4.11
H 16.89 9.34 5.51
H 15.72 9.11 7.68
C 7.80 15.61 8.68
C 8.46 14.28 8.36
Sb 9.84 13.36 9.82
C 8.53 12.58 11.52
C 7.18 13.29 11.41
C 10.44 15.17 10.81
C 11.53 15.85 9.88
H 6.70 15.59 8.75
H 8.02 16.41 7.91
H 8.16 16.01 9.66
H 8.97 14.17 7.39
H 7.65 13.57 8.31
H 9.14 12.85 12.44
H 8.35 11.50 11.49
H 7.06 14.25 11.99
H 6.42 12.63 11.88
H 6.86 13.37 10.37
H 10.91 14.93 11.77
H 9.63 15.90 11.02
H 12.47 15.38 9.93
H 11.73 16.88 10.19
H 11.14 16.02 8.88
```


Density functional theory data (ωB97M-V with the def2-TZVPD basis set) for an isolated molecule of C19H24N2O6.

Its structure (SMILES) is CCOC(=O)C1=C(C)N(CCCC(=O)O)C(=O)N[C@H]1c1ccc(OC)cc1. The total energy comes out at -1299.43349 a.u. Its gap between HOMO and LUMO is 9.16 eV. Its charge is 0. Its largest force on an atom is 0.7 eV/Å. The value obtained for the HOMO energy is -0.3120 hartree. The value obtained for the energy above the lowest of the compared OMol25 structures with the same formula, charge and spin is 12.7 kcal/mol.

XYZ file:
```
51
C19H24N2O6 (ωB97M-V with the def2-TZVPD basis set)
C -5.08 -0.92 -1.04
C -4.04 0.19 -1.02
O -2.81 -0.26 -0.46
C -1.96 -0.91 -1.29
O -2.25 -1.11 -2.45
C -0.74 -1.30 -0.58
C 0.31 -1.94 -1.16
C 0.34 -2.31 -2.60
N 1.42 -2.30 -0.41
C 2.57 -2.98 -0.98
C 3.61 -2.04 -1.60
C 3.99 -0.91 -0.64
C 2.93 0.16 -0.67
O 2.27 0.45 -1.63
O 2.82 0.79 0.50
C 1.47 -2.12 0.97
O 2.41 -2.50 1.63
N 0.38 -1.57 1.54
C -0.72 -0.90 0.87
C -0.61 0.60 1.08
C -0.92 1.13 2.33
C -0.77 2.48 2.59
C -0.32 3.34 1.59
O -0.13 4.68 1.73
C -0.42 5.27 2.98
C -0.02 2.81 0.34
C -0.16 1.46 0.09
H -5.23 -1.31 -0.04
H -6.02 -0.52 -1.41
H -4.75 -1.72 -1.69
H -4.35 1.02 -0.38
H -3.85 0.55 -2.04
H 0.43 -3.39 -2.72
H 1.18 -1.83 -3.09
H -0.58 -1.98 -3.08
H 3.04 -3.51 -0.14
H 2.24 -3.72 -1.72
H 4.49 -2.64 -1.84
H 3.24 -1.60 -2.52
H 4.11 -1.27 0.38
H 4.93 -0.45 -0.96
H 2.12 1.47 0.46
H 0.47 -1.40 2.53
H -1.65 -1.24 1.35
H -1.28 0.48 3.11
H -1.03 2.86 3.57
H 0.20 4.86 3.77
H -0.21 6.33 2.85
H -1.48 5.15 3.24
H 0.32 3.48 -0.44
H 0.07 1.07 -0.90
```


Q: Look up the charge of the fifth one.
A: +1


Q: The highest charge belongs to which entry?
A: C25H44B2F4GaN5O4SSb


Q: Look up the largest force on an atom of the sixth one.
A: 5.3 eV/Å